Computed, not measured: C21H23N3O3S in the gas phase at a distorted geometry, with wB97M-V/def2-TZVPD.

CARTESIAN COORDINATES (ANGSTROEM)
O  -2.760  -0.043  -1.030
C  -1.770  -0.436  -0.453
N  -0.646  0.304  -0.250
C  -0.365  1.616  -0.651
C  0.896  2.130  -0.354
C  1.224  3.418  -0.735
C  0.309  4.205  -1.409
C  -0.955  3.700  -1.709
C  -1.908  4.541  -2.423
C  -3.171  4.196  -2.826
S  -3.937  5.498  -3.637
C  -2.492  6.430  -3.375
N  -1.560  5.820  -2.755
C  -1.288  2.403  -1.327
C  -1.682  -1.850  0.119
C  -1.510  -1.838  1.641
C  -1.389  -3.277  2.164
N  -0.355  -4.063  1.527
C  0.983  -3.957  2.072
C  1.676  -2.631  1.959
C  1.714  -1.555  2.797
C  2.483  -0.559  2.142
C  2.868  -1.100  0.951
C  3.690  -0.546  -0.172
O  4.233  0.711  0.132
O  2.387  -2.358  0.836
C  -0.486  -4.056  0.086
C  -0.557  -2.656  -0.539
H  0.112  -0.138  0.251
H  1.621  1.524  0.169
H  2.206  3.803  -0.505
H  0.555  5.210  -1.711
H  -3.689  3.267  -2.700
H  -2.422  7.441  -3.724
H  -2.258  1.994  -1.549
H  -2.636  -2.333  -0.118
H  -0.620  -1.274  1.923
H  -2.373  -1.357  2.105
H  -2.338  -3.795  1.985
H  -1.205  -3.269  3.240
H  1.596  -4.709  1.566
H  0.920  -4.216  3.133
H  1.256  -1.475  3.761
H  2.709  0.422  2.508
H  4.474  -1.272  -0.438
H  3.066  -0.392  -1.061
H  4.802  0.631  0.906
H  -1.412  -4.593  -0.151
H  0.349  -4.613  -0.343
H  -0.748  -2.749  -1.610
H  0.403  -2.155  -0.418

Results
Spin multiplicity: 1
Structure (SMILES): O=C(Nc1cccc(-c2cscn2)c1)C1CCN(Cc2ccc(CO)o2)CC1
Gap between HOMO and LUMO, hartree: 0.3180
HOMO energy, eV: -8.0

Mulliken population analysis, charges in e, atoms 1 to 8: atom 1 (O): -0.71, atom 2 (C): 0.20, atom 3 (N): 0.23, atom 4 (C): 0.61, atom 5 (C): -0.32, atom 6 (C): -1.03, atom 7 (C): -0.83, atom 8 (C): 0.56

***

Computed, not measured: a molecular structure, C21H23N3O5ReSi, with wB97M-V/def2-TZVPD.

CARTESIAN COORDINATES (ANGSTROEM)
Re  0.181  -0.856  -0.478
C  3.135  0.801  0.753
Si  2.488  1.543  -0.818
C  3.505  0.965  -2.250
C  2.226  3.363  -0.649
N  0.786  0.818  -1.071
C  -0.106  1.280  -2.054
C  0.198  2.080  -3.163
C  -0.810  2.446  -4.025
C  -2.129  2.029  -3.816
C  -2.467  1.229  -2.737
C  -1.449  0.886  -1.882
O  -1.615  0.101  -0.731
C  -2.937  -0.244  -0.260
C  -3.469  -1.455  -0.642
C  -4.729  -1.784  -0.159
C  -5.411  -0.900  0.666
C  -4.843  0.319  1.018
C  -3.582  0.663  0.549
H  4.127  1.246  0.895
H  3.292  -0.279  0.701
H  2.548  1.055  1.636
H  4.546  1.235  -2.049
H  3.241  1.401  -3.213
H  3.469  -0.123  -2.345
H  3.193  3.837  -0.458
H  1.579  3.593  0.200
H  1.803  3.833  -1.537
H  1.214  2.396  -3.348
H  -0.578  3.061  -4.884
H  -2.903  2.336  -4.505
H  -3.484  0.906  -2.564
H  -2.927  -2.122  -1.304
H  -5.179  -2.728  -0.437
H  -6.394  -1.159  1.034
H  -5.383  1.007  1.654
H  -3.124  1.614  0.793
C  -0.370  0.288  3.062
C  0.455  -0.878  2.667
N  0.692  -1.306  1.417
C  1.516  -2.428  1.494
C  1.776  -2.678  2.790
N  1.101  -1.700  3.492
C  2.583  -3.686  3.555
O  3.242  -4.586  2.860
O  2.594  -3.579  4.748
C  1.913  -3.039  0.213
O  2.597  -4.009  0.115
O  1.375  -2.362  -0.824
H  -0.742  0.797  2.175
H  0.220  0.991  3.652
H  -1.218  -0.031  3.668
H  1.128  -1.666  4.507
H  3.125  -4.521  1.890

Results
Spin multiplicity: 2
Total charge: +2
Gap between HOMO and LUMO (alpha / beta), hartree: 0.2531 / 0.2686
HOMO energy (alpha / beta), eV: -15.8 / -15.6

Mulliken population analysis, charges in e, atoms 1 to 8: atom 1 (Re): 1.54, atom 2 (C): -0.95, atom 3 (Si): -0.31, atom 4 (C): -0.94, atom 5 (C): -1.00, atom 6 (N): 0.28, atom 7 (C): 0.09, atom 8 (C): -0.39

***

Computed, not measured: C21H23N3O5S in the gas phase at a distorted geometry, with wB97M-V/def2-TZVPD.

CARTESIAN COORDINATES (ANGSTROEM)
C  4.045  2.090  -0.190
N  3.378  1.646  1.001
C  3.861  0.646  1.820
O  4.901  0.065  1.704
O  2.952  0.428  2.813
C  1.895  1.260  2.599
C  0.711  1.356  3.296
C  -0.216  2.262  2.801
S  -1.875  2.240  3.490
O  -1.803  1.790  4.847
O  -2.502  3.494  3.196
N  -2.719  1.081  2.649
C  -3.079  1.353  1.281
C  -2.033  0.848  0.286
C  -1.680  -0.625  0.524
C  -0.402  -0.948  -0.251
O  0.561  -0.204  -0.242
N  -0.406  -2.133  -0.888
C  0.707  -2.598  -1.694
C  0.356  -2.596  -3.159
C  0.397  -3.761  -3.911
C  0.055  -3.740  -5.253
C  -0.338  -2.556  -5.851
C  -0.385  -1.390  -5.105
C  -0.038  -1.409  -3.767
C  -1.373  -0.889  2.006
C  -2.450  -0.307  2.923
C  0.039  3.073  1.709
C  1.237  2.983  1.015
C  2.147  2.040  1.459
H  3.428  1.879  -1.065
H  4.984  1.543  -0.262
H  4.248  3.161  -0.135
H  0.494  0.772  4.174
H  -4.044  0.870  1.086
H  -3.208  2.432  1.198
H  -2.413  0.972  -0.730
H  -1.116  1.430  0.379
H  -2.507  -1.264  0.198
H  -1.248  -2.687  -0.912
H  0.997  -3.601  -1.368
H  1.532  -1.906  -1.497
H  0.703  -4.688  -3.447
H  0.093  -4.652  -5.830
H  -0.607  -2.541  -6.896
H  -0.689  -0.463  -5.569
H  -0.067  -0.502  -3.181
H  -0.409  -0.435  2.239
H  -1.292  -1.964  2.180
H  -3.388  -0.861  2.796
H  -2.147  -0.368  3.968
H  -0.724  3.775  1.411
H  1.437  3.598  0.154

Results
Spin multiplicity: 1
Structure (SMILES): Cn1c(=O)oc2cc(S(=O)(=O)N3CCC(C(=O)NCc4ccccc4)CC3)ccc21
Gap between HOMO and LUMO, hartree: 0.3344
HOMO energy, eV: -8.6

Mulliken population analysis, charges in e, atoms 1 to 8: atom 1 (C): -1.04, atom 2 (N): 0.08, atom 3 (C): 0.43, atom 4 (O): -0.61, atom 5 (O): -0.49, atom 6 (C): 1.35, atom 7 (C): -1.40, atom 8 (C): 0.10

***

Computed, not measured: C21H23N3O6 in the gas phase at a distorted geometry, with wB97M-V/def2-TZVPD.

CARTESIAN COORDINATES (ANGSTROEM)
O  -3.360  -2.559  -0.165
C  -2.719  -1.868  -0.925
C  -1.275  -2.231  -1.318
O  -0.326  -1.300  -0.801
C  -0.056  -0.217  -1.534
O  -0.621  0.037  -2.576
C  0.928  0.686  -0.896
C  0.726  2.034  -1.145
C  1.429  2.998  -0.437
N  1.196  4.384  -0.688
O  1.838  5.191  -0.043
O  0.368  4.677  -1.528
C  2.331  2.607  0.555
C  2.568  1.277  0.780
C  1.922  0.270  0.029
N  2.250  -1.039  0.171
C  2.915  -1.570  1.341
C  4.393  -1.850  1.040
O  4.505  -2.739  -0.047
C  3.877  -2.219  -1.192
C  2.382  -1.937  -0.956
N  -3.176  -0.760  -1.528
C  -4.429  -0.147  -1.150
C  -4.195  1.139  -0.342
C  -3.200  0.908  0.764
C  -3.437  -0.050  1.743
C  -2.493  -0.304  2.721
C  -1.306  0.407  2.744
C  -1.072  1.381  1.790
C  -2.011  1.623  0.802
H  -1.190  -2.279  -2.409
H  -1.026  -3.192  -0.867
H  -0.008  2.335  -1.878
H  2.850  3.369  1.117
H  3.301  1.003  1.522
H  2.428  -2.522  1.584
H  2.800  -0.899  2.189
H  4.916  -0.908  0.811
H  4.879  -2.338  1.887
H  4.372  -1.284  -1.501
H  4.001  -2.968  -1.976
H  1.860  -2.874  -0.739
H  1.970  -1.491  -1.859
H  -2.558  -0.237  -2.137
H  -5.009  0.076  -2.050
H  -4.967  -0.885  -0.553
H  -5.152  1.467  0.071
H  -3.825  1.923  -1.005
H  -4.359  -0.611  1.736
H  -2.686  -1.060  3.467
H  -0.568  0.210  3.509
H  -0.156  1.954  1.814
H  -1.821  2.383  0.058

Results
Spin multiplicity: 1
Structure (SMILES): O=C(COC(=O)c1cc([N+](=O)[O-])ccc1N1CCOCC1)NCCc1ccccc1
Gap between HOMO and LUMO, hartree: 0.2953
HOMO energy, eV: -8.5

Mulliken population analysis, charges in e, atoms 1 to 8: atom 1 (O): -0.65, atom 2 (C): 0.60, atom 3 (C): -0.86, atom 4 (O): -0.11, atom 5 (C): 0.16, atom 6 (O): -0.73, atom 7 (C): 0.62, atom 8 (C): -0.80

***

The records above give, respectively, energy relative to the best compared isomer or geometry (same formula, charge and spin) values of 37.32 0.00 32.06 90.08 kcal per mole.
The records above give, respectively, electronic energy values of -1602.2131 -1721.7726 -1752.7488 -1429.6764 Ha.